Entry 1:
# C4H7N3OS

A cluster of 2 separate species, C4H7N3OS in total at a distorted geometry (wB97M-V/def2-TZVPD, OMol25).

Calculated values
HOMO level   -0.35716 Ha
HOMO-LUMO gap   9.73 eV
SMILES   CC(=O)n1ccnn1.S
LUMO energy   0.01 eV

The geometry in XYZ format:
```
16
Properties=species:S:1:pos:R:3:forces:R:3:lowdin_charge:R:1
H 0.4276 0.8980 1.4307 -0.793 1.018 -1.218 0.076
O -1.9067 1.9198 -0.7779 0.087 0.288 0.523 0.129
C -2.1226 -2.1005 -0.3141 -1.345 -1.075 -0.564 -0.143
N -1.3693 -2.0843 0.8229 0.500 0.660 -0.319 0.019
N -1.2246 -0.1350 -0.1028 -2.811 -1.481 -0.763 -0.056
H 1.0775 -1.8445 -0.1320 -0.664 -0.893 0.419 -0.279
C -2.1692 -0.8723 -0.8874 2.777 0.084 0.877 -0.005
H 2.9984 -2.1098 -0.5181 -0.209 -0.097 0.050 -0.213
H 0.5396 2.3369 0.3288 0.997 0.814 -0.718 0.059
C -0.1157 1.7457 0.8980 -0.806 0.561 4.224 -0.017
C -1.2207 1.3093 -0.0141 1.158 -1.049 -0.188 -0.430
H -2.3528 -0.5892 -1.8933 -0.774 0.464 -0.322 0.111
N -0.8433 -0.9190 0.9256 0.072 0.275 0.830 -0.016
H -0.4587 2.4301 1.8425 0.368 -1.454 -2.556 0.147
H -2.6205 -3.0395 -0.6277 0.414 0.937 0.239 0.113
S 2.0821 -1.1322 -0.5415 1.029 0.948 -0.515 0.504
```
Forces are in eV/Å.

=====

Entry 2:
# C28H28MnN3O3

A structure of composition C28H28MnN3O3 at a distorted geometry (wB97M-V/def2-TZVPD, OMol25).

Calculated values
HOMO level (alpha / beta)   -0.37620 / -0.38109 Ha
Charge   +1
HOMO-LUMO gap (alpha / beta)   7.65 / 7.01 eV
Multiplicity   6
LUMO energy (alpha / beta)   -2.58 / -3.36 eV

The geometry in XYZ format:
```
63
Properties=species:S:1:pos:R:3:forces:R:3:lowdin_charge:R:1
H -2.1248 1.7601 1.6173 0.007 -0.002 -0.096 0.125
C 1.6884 0.0754 -2.2897 0.171 0.057 0.045 -0.342
C 2.3329 -5.0125 -3.3814 -0.029 0.062 0.059 -0.053
C 0.5889 -4.5651 -1.2131 -0.091 0.015 0.105 -0.013
H -0.5703 -1.2584 -5.3163 0.014 -0.024 0.004 0.101
C 1.0759 2.2154 -1.4645 0.239 -0.101 0.160 -0.251
C 0.1938 2.8345 -2.3607 -0.269 0.128 -0.003 -0.243
H -0.2176 3.2770 2.0388 0.035 -0.019 -0.040 0.124
C 0.1175 4.2227 -2.4065 0.053 0.029 0.028 -0.004
C -0.0956 2.2111 2.1788 0.124 0.004 -0.115 -0.066
C 0.2911 -0.6012 -5.4002 0.120 -0.073 -0.023 -0.031
O 1.4428 -1.4104 -5.1297 -0.188 0.032 0.065 -0.114
H 2.2064 -1.6883 -3.0581 -0.031 -0.031 0.012 0.126
C -1.1679 1.3518 1.9139 -0.252 0.101 0.416 -0.104
H -0.8144 3.1670 -4.8159 0.023 0.017 -0.020 0.104
C -1.3990 2.5718 -4.1132 0.009 -0.007 0.101 -0.057
C 1.1129 1.6891 2.6147 -0.008 0.215 -0.127 -0.067
H -0.5642 4.7074 -3.0900 -0.001 0.002 -0.002 0.108
C -1.0630 -0.0155 2.2015 -0.128 0.101 0.765 -0.159
H 2.2091 -0.0922 3.1044 0.015 -0.015 -0.037 0.125
C 0.9114 5.0003 -1.5664 -0.058 -0.081 -0.038 -0.069
H -1.8542 1.7352 -4.6347 0.000 -0.011 0.002 0.093
H 0.8347 6.0787 -1.6144 0.005 -0.022 -0.014 0.112
H -1.2648 -2.7453 0.9393 0.047 -0.005 -0.007 0.077
C 0.1702 -0.5362 2.6313 -0.183 0.064 0.366 -0.112
H 1.9427 2.3479 2.8346 -0.005 -0.005 -0.071 0.123
H -2.1841 3.1879 -3.6716 0.000 0.020 0.008 0.099
H -1.9439 -0.6425 2.1913 0.025 -0.081 -0.246 0.128
C 0.1144 -1.8717 -0.4808 -0.213 -0.028 0.494 -0.155
C 1.8602 3.0115 -0.6429 0.241 0.049 0.070 -0.047
H 4.6795 1.5685 -3.9269 -0.005 -0.023 -0.003 0.119
H -0.8564 -5.0634 0.2945 0.010 0.011 -0.013 0.107
H 0.2543 -1.5829 2.8858 0.034 -0.059 -0.168 0.128
C 4.3415 0.7942 -4.6069 0.040 -0.007 0.039 -0.015
H 0.7783 -5.5932 -1.4848 -0.015 0.003 0.006 0.108
H 6.1146 0.8607 -5.7961 -0.026 -0.005 -0.010 0.110
C 1.2616 0.3124 2.7755 0.020 -0.106 0.347 -0.063
C 3.0941 0.2103 -4.3865 0.106 0.033 0.154 -0.152
O 2.1679 -3.7051 -2.8467 -0.043 -0.055 -0.027 -0.097
C -0.3278 -4.2613 -0.2052 0.089 0.009 -0.105 -0.081
C -0.5443 -2.9448 0.1495 -0.028 -0.022 -0.004 -0.154
N 1.1250 0.7937 -1.3267 -0.279 0.314 0.319 0.016
H 2.5630 2.5139 0.0179 -0.052 0.026 0.010 0.113
H 2.7690 -5.6836 -2.6401 0.008 -0.021 0.012 0.098
Mn 0.0939 0.0526 0.2897 0.404 -0.341 -1.523 0.961
C 3.4782 -1.1957 -6.3032 0.028 0.006 -0.030 0.009
N 2.3363 0.7241 -3.2954 -0.073 0.052 -0.199 0.163
C 1.2488 -3.5356 -1.8531 0.123 -0.156 -0.159 -0.224
H 2.4191 4.9981 -0.0354 -0.014 -0.017 -0.009 0.107
H 5.3448 -0.9518 -7.3209 -0.008 0.004 0.023 0.111
H 3.0096 -4.9149 -4.2240 0.022 0.029 -0.006 0.095
H 1.3773 -5.4122 -3.7239 -0.013 -0.012 -0.017 0.101
C 4.7201 -0.6202 -6.5021 -0.016 0.034 0.028 -0.064
C 1.7878 4.4001 -0.6792 -0.035 -0.079 -0.056 -0.084
O -0.5667 2.0014 -3.1082 -0.019 -0.085 -0.154 -0.092
C 2.6500 -0.7781 -5.2678 -0.034 0.025 -0.040 -0.251
C 0.9954 -2.2024 -1.4901 0.238 0.320 -0.433 -0.174
H 2.5017 1.7006 -3.0973 -0.036 -0.018 -0.062 0.143
C 5.1488 0.3945 -5.6539 -0.014 -0.056 -0.041 -0.072
H 0.3480 -0.2000 -6.4139 -0.007 0.011 -0.016 0.103
H 3.1047 -1.9745 -6.9562 0.019 0.014 0.015 0.128
N 1.7112 -1.2542 -2.2908 -0.118 -0.264 0.212 0.183
H 0.1975 0.2140 -4.6838 0.020 0.045 0.048 0.063
```
Forces are in eV/Å.

=====

Entry 3:
# C6H12O

An isolated molecule of C6H12O (wB97M-V/def2-TZVPD, OMol25).

Calculated values
HOMO level   -0.34328 Ha
HOMO-LUMO gap   10.24 eV
SMILES   CCC[C@H]1C[C@H]1O
LUMO energy   0.90 eV

The geometry in XYZ format:
```
19
Properties=species:S:1:pos:R:3:forces:R:3:lowdin_charge:R:1
C 2.0273 0.3189 -0.2770 0.119 0.051 0.276 -0.338
H -3.4557 1.1423 0.0109 0.097 -0.127 -0.025 0.067
C 0.9735 -0.2143 0.6576 -0.129 0.052 0.080 -0.252
H 1.8182 1.1931 -1.9943 -0.127 -0.077 0.034 0.094
C -2.7831 0.2895 -0.1302 -0.064 -0.028 -0.037 -0.122
C 2.2081 -1.0249 0.3410 0.100 -0.139 0.026 -0.061
H -3.1906 -0.5572 0.4349 0.043 0.116 -0.088 0.071
H 0.9675 0.2362 1.6515 0.014 -0.028 -0.193 0.137
H -1.3752 0.8926 1.3895 0.001 -0.048 -0.151 0.108
H 2.9599 -1.1710 1.1115 -0.136 0.040 -0.126 0.101
H -0.7944 -1.4550 0.6301 0.076 0.123 -0.023 0.119
C -0.3973 -0.5602 0.1312 -0.013 -0.046 -0.036 -0.195
H 2.0937 -1.8563 -0.3505 -0.023 0.120 0.100 0.115
H 2.6162 1.1626 0.0754 0.087 -0.179 -0.110 0.142
H -0.3206 -0.7961 -0.9373 -0.031 -0.011 0.139 0.116
C -1.3645 0.6090 0.3273 0.027 0.045 0.022 -0.272
H -0.9799 1.4822 -0.2175 -0.059 -0.114 0.062 0.111
O 1.7964 0.2902 -1.6619 0.029 0.214 -0.088 -0.015
H -2.7994 0.0184 -1.1922 -0.010 0.037 0.139 0.073
```
Forces are in eV/Å.

=====

Entry 4:
# C2H4Cl3NO

An isolated molecule of C2H4Cl3NO at a distorted geometry (wB97M-V/def2-TZVPD, OMol25).

Calculated values
HOMO level   -0.38000 Ha
HOMO-LUMO gap   10.85 eV
SMILES   OCNC(Cl)(Cl)Cl
LUMO energy   0.51 eV

The geometry in XYZ format:
```
11
Properties=species:S:1:pos:R:3:forces:R:3:lowdin_charge:R:1
C 0.5519 -1.1919 0.0500 3.205 -1.046 0.197 -1.557
C -0.5493 1.0307 -0.4551 -0.425 -1.089 -1.178 -0.279
H -1.4624 1.0811 -1.1791 1.753 0.757 1.353 0.160
N -0.4973 -0.4266 -0.2397 -1.420 0.583 -0.270 -0.142
Cl 1.0985 -1.1992 1.8166 -0.405 -0.045 0.106 0.464
O -0.7611 1.7296 0.7255 -0.311 0.347 0.001 -0.033
H 0.4310 1.3199 -0.8858 -0.916 -0.157 -0.339 0.097
Cl 2.0773 -0.6731 -0.7949 -0.610 0.044 -0.161 0.541
H -1.2717 -0.7664 0.3076 -0.617 0.107 -0.130 0.122
H 0.0943 2.0289 1.0472 -0.053 -0.015 0.195 0.093
Cl 0.2887 -2.9329 -0.3925 -0.200 0.515 0.225 0.534
```
Forces are in eV/Å.

=====

Entry 5:
# C11H14BN10Y

A structure of composition C11H14BN10Y at a distorted geometry (wB97M-V/def2-TZVPD, OMol25).

Calculated values
HOMO level   -0.55933 Ha
Charge   +2
HOMO-LUMO gap   9.31 eV
LUMO energy   -5.91 eV

The geometry in XYZ format:
```
37
Properties=species:S:1:pos:R:3:forces:R:3:lowdin_charge:R:1
C 2.2438 -1.7451 -1.6952 -0.043 -0.029 0.066 -0.097
H -0.4209 0.5032 4.3537 -0.003 -0.032 -0.056 0.118
C 0.1432 3.2357 -1.2798 -0.037 -0.012 -0.086 -0.286
N 0.8468 -2.4971 -0.2012 -0.077 0.015 0.014 -0.024
N 1.0833 -1.4650 -1.0692 1.014 -0.874 -0.068 -0.132
H -0.4767 1.8891 2.0105 -0.008 -0.013 -0.022 0.116
C -2.6553 -3.4819 -0.2507 -0.034 -0.106 0.067 -0.019
H 3.6676 -3.4317 -1.5505 -0.051 0.018 0.022 0.120
H 2.6403 -1.0717 -2.4396 0.006 -0.008 0.008 0.123
H -4.4951 -3.6353 -1.4773 0.049 0.021 0.022 0.120
H 1.8397 -4.2735 0.3104 -0.014 0.048 -0.026 0.145
C -3.1506 -1.8890 -1.6670 0.030 -0.049 0.083 -0.095
H 1.5739 7.2724 -0.3339 -0.006 0.003 0.015 0.141
H 2.4367 3.8581 0.1013 0.004 -0.002 0.004 0.126
N -1.7014 -2.5525 -0.1786 0.067 0.057 -0.036 -0.024
N 2.2220 4.8392 0.0765 0.043 -0.072 -0.017 0.223
H -3.5893 -1.2467 -2.4157 -0.011 -0.006 0.015 0.124
H -2.6070 -4.3638 0.3703 0.010 0.051 -0.033 0.145
H 0.1352 6.8956 -1.2207 0.001 -0.003 0.010 0.144
H 2.8901 5.4705 0.4887 0.001 0.004 -0.006 0.138
H -0.3905 -3.5400 1.3882 -0.009 0.112 -0.089 0.133
N -0.4317 -1.2862 1.6278 0.008 -0.082 -0.059 -0.024
N 0.2703 4.4757 -1.1779 -0.136 -0.011 -0.125 0.172
N -0.4537 -0.0206 1.1141 -0.003 -0.074 0.971 -0.117
N -0.1171 2.0938 -1.4596 0.473 2.053 -0.144 -0.037
C 1.1645 5.2839 -0.5978 -0.028 -0.103 0.023 -0.437
H -0.3951 -2.1187 3.5551 0.000 0.029 -0.043 0.145
C 2.7594 -2.9428 -1.2412 0.007 -0.025 0.006 -0.008
N -1.9962 -1.5438 -1.0622 -1.325 -1.158 -0.093 -0.143
C -3.6059 -3.1010 -1.1886 0.010 -0.030 0.009 -0.006
C -0.4258 0.1135 3.3496 0.005 -0.018 0.029 -0.010
C -0.4136 -1.2193 2.9590 -0.007 -0.027 0.103 -0.019
N 0.9406 6.5821 -0.7023 -0.014 0.018 -0.054 0.228
C -0.4510 0.8216 2.1634 -0.012 -0.048 0.033 -0.105
C 1.8401 -3.3813 -0.2971 0.039 -0.099 0.046 -0.019
B -0.4187 -2.5534 0.7156 -0.007 -0.001 0.004 -0.458
Y -0.5020 0.0258 -1.0782 0.053 0.451 -0.594 1.597
```
Forces are in eV/Å.

=====

Entry 6:
# C5H37N2O11

A cluster of 12 separate species, C5H37N2O11 in total at a distorted geometry (wB97M-V/def2-TZVPD, OMol25).

Calculated values
HOMO level   -0.43862 Ha
Charge   +1
HOMO-LUMO gap   9.49 eV
LUMO energy   -2.44 eV

The geometry in XYZ format:
```
55
Properties=species:S:1:pos:R:3:forces:R:3:lowdin_charge:R:1
O 1.0589 -3.3510 2.3983 -0.379 0.641 -0.762 -0.096
H -0.2460 -3.0569 -0.8189 -3.602 -2.210 0.456 0.049
H 0.4849 -2.6508 1.9263 0.265 -1.439 1.076 0.036
O 1.7358 2.9654 -1.4355 0.010 2.235 -0.898 -0.097
H -2.8838 -0.2685 -1.9534 -0.204 0.538 0.080 -0.003
H -2.9667 1.7304 -2.7168 -5.116 2.568 -4.296 -0.023
H 1.3345 0.5153 -2.2867 0.063 -1.759 0.146 0.060
H -1.5312 1.4943 -2.6569 1.469 0.324 -0.918 -0.009
H 0.0475 0.8109 2.6486 -0.254 -1.816 -0.708 0.076
H 1.4430 -1.1289 -3.1594 -0.162 0.946 1.972 0.124
H 2.0468 2.1779 -0.9510 1.209 0.750 -0.282 0.041
H -2.3206 -0.0963 1.0067 0.546 0.282 -0.244 0.077
O 0.0795 1.9955 -3.1668 0.018 0.871 -0.042 -0.099
N 0.5602 -2.6058 -1.0032 6.447 1.863 0.899 0.203
H -4.2032 -0.8726 -1.4043 -0.902 0.339 0.454 0.047
H -0.7937 4.5911 0.3312 -0.321 -0.274 0.828 0.085
H 2.5816 -1.7881 0.9926 -1.978 4.393 1.181 -0.056
H -2.3616 -4.0125 -1.9850 0.024 -1.165 0.036 0.056
H -2.3412 -2.6139 -2.1952 0.318 0.660 -0.166 0.010
H 1.0676 2.9990 3.5102 0.146 2.245 3.294 0.021
H 2.3344 3.6050 -1.9799 -0.855 -2.568 2.036 0.153
O -0.3677 3.7637 0.6201 0.342 0.825 -1.566 -0.052
C 0.3022 -1.0917 -1.1824 -0.177 -0.842 -2.346 -0.320
O -2.3480 1.4308 -2.1927 3.533 -2.842 5.147 0.030
H -0.0322 0.7358 -0.0354 0.938 -0.712 -0.338 0.151
H -3.4703 1.5856 3.1353 2.409 -0.482 -0.289 0.104
O 0.9492 2.6456 2.6936 -0.614 -1.698 -4.770 -0.041
O 3.1051 -2.4393 0.6666 2.097 -1.521 -2.749 0.021
H -2.4069 2.0483 2.1803 0.489 1.121 -1.357 -0.005
C 0.2401 -0.2987 2.4422 1.753 -0.169 3.020 -0.126
H 2.0320 1.8709 1.6497 -0.416 0.284 0.720 -0.017
O -2.4825 1.4568 2.9000 -2.943 -0.462 1.703 -0.067
H 1.0996 -3.0570 -1.8067 -1.413 0.970 0.960 0.196
H 0.0859 -0.8924 3.4230 -1.066 0.741 -1.647 0.116
H 1.5825 -0.2631 0.4520 -2.709 0.554 -1.460 0.123
H -2.0823 -1.7973 0.4325 0.504 0.713 -0.253 0.079
H 0.5891 -4.1463 2.7157 -0.072 0.973 -0.471 0.067
H 2.4452 -0.8032 -1.5723 -1.873 0.258 -1.073 0.121
O 2.6535 1.3874 1.0958 0.096 -0.304 -1.200 -0.059
H 0.5054 2.3900 -3.9515 -0.382 -0.275 0.564 0.085
H 2.7903 -3.0399 1.2944 -0.188 -2.890 1.800 0.000
H 0.2857 3.7300 -0.1143 0.100 -0.652 0.511 0.037
O -3.3834 -1.0867 -1.8127 1.041 -0.975 -0.585 -0.050
O -1.7063 -3.3560 -2.2062 -0.640 0.447 0.188 -0.054
H 3.4784 1.4673 1.5518 0.891 0.087 0.284 0.055
H -1.9507 -1.4308 2.0601 -0.766 -0.015 0.910 0.079
H -0.7406 -1.1226 -1.6512 1.499 0.619 0.668 0.144
H 1.2710 -2.7413 -0.1788 -1.300 0.268 -1.476 0.147
C 0.4439 -0.2851 0.0697 0.445 -0.838 2.678 -0.178
C 1.4177 -0.6087 -2.1088 1.626 0.273 -1.287 -0.061
C -1.7192 -0.9990 1.1120 0.140 -1.533 0.363 -0.078
N -0.2526 -0.9494 1.2138 0.784 0.855 -0.216 -0.274
H 0.3507 2.5617 -2.3886 0.107 -0.691 -1.153 0.032
H 0.4825 3.1615 1.9698 0.288 0.159 1.755 0.044
H 1.3789 -0.4056 2.5715 -1.267 0.332 -1.176 0.096
```
Forces are in eV/Å.